{
  "formula": "CHF3N2S",
  "method": "ωB97M-V with the def2-TZVPD basis set",
  "spin_multiplicity": 3,
  "e_lumo_ha": [0.0101, -0.0906],
  "charge": 0,
  "de_lowest_kcal_mol": 0.0,
  "e_homo_ev": [-8.04, -9.74],
  "gap_ha": [0.3057, 0.2673],
  "s2": 2.0069,
  "elements": ["C", "N", "N", "F", "F", "F", "S", "H"],
  "positions_angstrom": [[1.597189, -0.147557, -0.022364], [-2.582279, 0.477229, 0.037203], [-1.656426, -0.214055, 0.005578], [2.641644, 0.384308, 0.619836], [2.021738, -0.467534, -1.248508], [1.285584, -1.287598, 0.593857], [0.252949, 1.042912, -0.050169], [-3.560395, 0.212298, 0.064568]],
  "atomic_forces_ev_per_a": [[-0.143, 0.222, -0.130], [0.719, 1.279, 0.015], [-1.436, -1.664, 0.040], [0.305, 0.161, 0.212], [0.066, -0.144, -0.297], [-0.247, -0.245, 0.148], [1.798, 1.176, 0.008], [-1.061, -0.786, 0.004]]
}

{
  "formula": "C15H20NO5TeTl",
  "method": "ωB97M-V with the def2-TZVPD basis set",
  "e_lumo_ha": -0.1123,
  "charge": 0,
  "e_homo_ev": -8.96,
  "gap_ha": 0.2171,
  "elements": ["Tl", "O", "C", "C", "N", "C", "C", "O", "O", "C", "C", "O", "O", "H", "H", "H", "H", "H", "H", "H", "H", "H", "C", "C", "C", "C", "C", "C", "Te", "C", "C", "C", "H", "H", "H", "H", "H", "H", "H", "H", "H", "H", "H"],
  "positions_angstrom": [[-0.098414, 1.330567, -0.809356], [-0.839814, 2.128967, 1.626444], [-0.732514, 3.537367, 1.838144], [0.316486, 4.136067, 0.903444], [0.047686, 3.913267, -0.521456], [-1.227114, 4.449167, -0.962756], [-2.455114, 3.541667, -0.576156], [-3.418614, 4.086367, -0.073256], [-2.339914, 2.302767, -0.813056], [1.202686, 4.339867, -1.291156], [2.447086, 3.394367, -1.041056], [3.532086, 3.923167, -0.948756], [2.162886, 2.163967, -0.956556], [-1.775814, 1.889367, 1.600144], [-0.416514, 3.710767, 2.873544], [-1.695614, 4.026167, 1.688944], [1.282986, 3.671767, 1.114444], [0.392586, 5.214167, 1.106544], [-1.234414, 4.505167, -2.052056], [-1.415714, 5.447967, -0.547256], [1.528886, 5.352167, -1.023156], [0.981586, 4.306967, -2.359856], [-0.177514, -6.685633, -0.667856], [-0.013514, -5.244333, -0.312256], [-1.070814, -4.495633, 0.182744], [-0.914314, -3.165333, 0.542544], [-2.095014, -2.409633, 1.065044], [0.347986, -2.566633, 0.414844], [0.667386, -0.592633, 1.176944], [1.422386, -3.297433, -0.117156], [2.779886, -2.696233, -0.307856], [1.220186, -4.622833, -0.466756], [-1.216814, -6.993433, -0.583356], [0.424486, -7.298633, 0.001344], [0.168286, -6.871533, -1.683456], [-2.041514, -4.957833, 0.292344], [-3.008914, -2.980533, 0.922344], [-2.203914, -1.451233, 0.554744], [-1.972114, -2.212133, 2.131944], [2.716186, -1.693933, -0.732956], [3.378986, -3.310633, -0.976956], [3.300486, -2.623933, 0.650244], [2.042786, -5.201933, -0.862256]],
  "atomic_forces_ev_per_a": [[0.175, 1.198, 1.247], [0.047, 0.083, 0.026], [0.165, 0.468, 0.036], [-0.161, -0.362, 0.318], [-0.193, -0.702, -0.164], [-0.756, -0.170, 0.143], [0.816, 1.297, 0.017], [-0.422, 0.117, 0.064], [0.955, -1.676, -0.480], [0.911, -0.256, -0.040], [-1.076, 1.366, -0.217], [0.522, 0.027, -0.007], [-0.726, -1.552, -0.030], [0.070, -0.004, -0.072], [0.002, 0.050, -0.157], [-0.013, -0.070, 0.051], [0.010, 0.123, 0.070], [0.013, -0.091, -0.003], [0.111, 0.081, -0.007], [0.029, -0.123, -0.079], [-0.133, -0.063, -0.042], [-0.111, 0.021, 0.048], [-0.016, -0.041, -0.006], [0.050, 0.259, 0.050], [0.118, -0.036, -0.063], [0.055, 0.227, 0.079], [-0.131, 0.054, 0.059], [0.057, 0.339, -0.015], [-0.335, -0.476, -0.799], [0.041, 0.127, -0.007], [0.160, 0.074, -0.049], [-0.169, -0.057, 0.064], [-0.022, -0.081, -0.026], [0.002, -0.124, 0.025], [-0.019, -0.062, -0.058], [-0.114, -0.030, 0.007], [-0.057, -0.036, 0.018], [-0.061, -0.020, 0.082], [-0.091, 0.093, -0.033], [0.067, -0.023, 0.067], [0.035, -0.047, 0.029], [0.049, 0.081, -0.078], [0.146, 0.015, -0.067]]
}

{
  "formula": "C8H10BF4NPt",
  "method": "ωB97M-V with the def2-TZVPD basis set",
  "spin_multiplicity": 5,
  "e_lumo_ha": [-0.0098, -0.1318],
  "charge": 0,
  "e_homo_ev": [-7.47, -10.76],
  "gap_ha": [0.2649, 0.2635],
  "s2": 6.0413,
  "elements": ["C", "C", "C", "C", "C", "Pt", "C", "C", "C", "N", "H", "H", "H", "H", "H", "H", "H", "H", "H", "H", "F", "B", "F", "F", "F"],
  "positions_angstrom": [[0.710886, 0.255188, -2.175659], [1.588675, -0.697378, -1.561610], [2.293506, -0.036884, -0.486300], [1.835964, 1.339619, -0.440496], [0.845780, 1.507785, -1.484597], [0.127340, -0.014611, 0.131965], [-1.016152, -1.795614, -0.221924], [-2.150556, -0.959916, -0.724784], [-3.252708, -1.287820, -1.446438], [-1.794087, 0.416260, -0.226463], [3.069356, -0.471344, 0.137989], [1.743159, -1.725014, -1.877029], [2.199617, 2.109200, 0.233528], [0.353264, 2.440243, -1.742642], [0.088971, 0.076930, -3.048166], [-0.550022, -2.470739, -0.947045], [-2.082052, 1.198874, -0.818962], [-1.211125, -2.258031, 0.758220], [-3.416780, -2.323039, -1.712425], [-3.958537, -0.524470, -1.736439], [0.241423, 0.615065, 2.681297], [0.933904, 1.056207, 3.913101], [2.176931, 0.382652, 3.967308], [1.115885, 2.455892, 3.821805], [0.107357, 0.710946, 5.005766]],
  "atomic_forces_ev_per_a": [[0.723, 0.411, 0.090], [0.890, 0.616, -0.424], [-0.312, 0.533, -0.569], [0.295, -0.939, -0.507], [0.658, -0.417, -0.657], [1.876, 0.915, 3.435], [-1.111, -0.873, -0.539], [0.410, 2.388, 1.098], [0.816, 0.420, 0.335], [-2.460, -2.947, -2.330], [-0.286, 0.127, -0.097], [-0.131, 0.267, 0.152], [-0.202, -0.223, -0.014], [0.024, -0.262, 0.154], [0.003, -0.014, 0.339], [-0.474, 0.002, 0.255], [-0.737, -0.095, 0.454], [0.320, 0.276, -0.194], [-0.061, 0.081, -0.116], [-0.176, -0.067, 0.009], [0.101, -0.033, -0.302], [0.058, 0.090, 0.503], [-0.700, 0.359, -0.168], [-0.101, -0.836, -0.085], [0.576, 0.221, -0.824]]
}

{
  "formula": "C18H22N4O",
  "method": "ωB97M-V with the def2-TZVPD basis set",
  "e_lumo_ha": 0.0208,
  "charge": 0,
  "de_lowest_kcal_mol": 12.2,
  "smiles": "CCc1cccc(NC(=O)[C@@H]2CCCN(c3cnccn3)C2)c1",
  "e_homo_ev": -7.97,
  "gap_ha": 0.3136,
  "elements": ["C", "C", "C", "C", "C", "C", "C", "N", "C", "O", "C", "C", "C", "C", "N", "C", "C", "N", "C", "C", "N", "C", "C", "H", "H", "H", "H", "H", "H", "H", "H", "H", "H", "H", "H", "H", "H", "H", "H", "H", "H", "H", "H", "H", "H"],
  "positions_angstrom": [[4.070709, 1.833557, -1.854041], [3.849920, 1.805526, -0.340659], [3.500576, 0.418040, 0.112916], [4.457429, -0.425526, 0.660705], [4.114481, -1.705714, 1.060548], [2.817695, -2.158065, 0.913255], [1.854813, -1.324989, 0.349596], [0.539229, -1.807392, 0.249761], [-0.478308, -1.314925, -0.508380], [-0.361295, -0.427339, -1.322156], [-1.822622, -1.972104, -0.179362], [-2.835283, -1.703832, -1.302259], [-4.231205, -1.444445, -0.745062], [-4.214135, -0.190032, 0.136931], [-2.957412, -0.071016, 0.860765], [-2.223063, 1.070056, 0.732979], [-0.926772, 1.237003, 1.269751], [-0.254809, 2.354622, 1.131051], [-0.834100, 3.355639, 0.472087], [-2.121498, 3.225134, -0.012931], [-2.810520, 2.103540, 0.117625], [-2.345162, -1.341965, 1.136681], [2.200496, -0.040600, -0.045526], [3.171913, 1.505726, -2.370501], [4.314993, 2.840512, -2.184509], [4.886998, 1.169322, -2.130647], [3.034095, 2.483745, -0.083944], [4.755269, 2.146168, 0.165547], [5.472871, -0.078111, 0.783690], [4.860629, -2.355355, 1.494198], [2.547311, -3.154677, 1.235023], [0.356916, -2.643289, 0.788029], [-1.677892, -3.045573, -0.024143], [-2.501232, -0.819459, -1.851116], [-2.852651, -2.542634, -1.998912], [-4.934638, -1.295471, -1.564222], [-4.569143, -2.314395, -0.176989], [-5.038582, -0.219707, 0.859665], [-4.317886, 0.709781, -0.470615], [-0.415176, 0.463665, 1.825319], [-0.252860, 4.258405, 0.356828], [-2.632226, 4.031570, -0.522746], [-3.109258, -1.988866, 1.577529], [-1.541261, -1.235744, 1.865810], [1.452663, 0.609226, -0.467554]],
  "atomic_forces_ev_per_a": [[0.019, 0.113, 0.160], [0.020, -0.048, -0.209], [0.069, -0.053, 0.189], [0.036, 0.050, -0.017], [-0.016, -0.045, 0.030], [-0.069, -0.002, -0.038], [0.278, 0.138, -0.034], [0.201, -0.306, 0.292], [-0.322, -0.511, -0.038], [0.110, 0.193, -0.099], [-0.111, 0.289, -0.056], [-0.083, -0.040, -0.013], [0.173, -0.011, 0.033], [-0.435, 0.014, -0.102], [-0.135, -0.214, -0.009], [0.018, 0.879, -0.025], [-0.033, -0.157, 0.101], [0.154, 0.059, 0.020], [-0.087, 0.187, -0.102], [0.289, 0.051, 0.038], [0.035, -0.353, 0.169], [0.226, -0.211, 0.022], [-0.076, 0.027, -0.020], [-0.067, -0.034, -0.102], [0.025, 0.080, -0.103], [0.058, -0.056, -0.069], [0.040, 0.038, 0.081], [-0.059, 0.028, 0.059], [0.107, 0.057, 0.015], [0.050, -0.052, 0.037], [-0.023, -0.105, 0.012], [-0.102, 0.171, -0.124], [0.041, 0.010, 0.019], [0.002, -0.103, -0.007], [0.043, 0.042, -0.048], [-0.064, -0.035, 0.048], [-0.088, -0.022, -0.019], [-0.022, 0.071, -0.110], [-0.110, -0.223, 0.089], [-0.060, -0.187, -0.014], [-0.063, 0.137, -0.052], [0.078, 0.135, -0.020], [0.125, 0.021, 0.021], [-0.113, -0.074, 0.020], [-0.057, 0.051, -0.027]]
}

{
  "formula": "C5H7NO",
  "method": "ωB97M-V with the def2-TZVPD basis set",
  "e_lumo_ha": 0.0295,
  "charge": 0,
  "de_lowest_kcal_mol": 47.3,
  "smiles": "C[N@@H+]1C=CC=C1[O-]",
  "e_homo_ev": -7.36,
  "gap_ha": 0.3000,
  "elements": ["C", "N", "C", "C", "C", "C", "O", "H", "H", "H", "H", "H", "H", "H"],
  "positions_angstrom": [[-1.025972, -0.713101, 1.010094], [0.297712, -0.705056, 0.305694], [1.125710, 0.451570, 0.627646], [0.887861, 1.375447, -0.326922], [0.050889, 0.897544, -1.388852], [-0.175068, -0.457315, -1.266970], [-0.650534, -1.424867, -1.812022], [-1.805619, -0.938691, 0.278165], [-1.179155, 0.285464, 1.422836], [-1.049395, -1.462059, 1.801886], [0.763989, -1.607953, 0.384878], [1.761882, 0.456196, 1.501620], [1.298481, 2.378673, -0.301226], [-0.300783, 1.464150, -2.236826]],
  "atomic_forces_ev_per_a": [[-0.155, -0.061, 0.146], [0.059, -0.132, -0.097], [-0.091, 0.170, -0.065], [0.097, -0.054, 0.100], [0.036, -0.060, -0.123], [-0.200, -0.084, -0.091], [0.107, 0.415, 0.162], [0.113, -0.122, 0.222], [0.008, -0.198, -0.055], [0.120, 0.123, -0.011], [-0.092, 0.170, -0.094], [-0.231, 0.042, -0.089], [0.017, -0.157, -0.008], [0.213, -0.051, 0.002]]
}

{
  "formula": "C7H5CuNO4",
  "method": "ωB97M-V with the def2-TZVPD basis set",
  "e_lumo_ha": 0.0865,
  "charge": -1,
  "e_homo_ev": -4.03,
  "gap_ha": 0.2345,
  "elements": ["Cu", "O", "C", "O", "C", "C", "C", "C", "C", "C", "N", "O", "O", "H", "H", "H", "H", "H"],
  "positions_angstrom": [[-2.453922, -1.758761, -1.422006], [-1.930822, -1.376361, 2.624894], [-1.738022, -1.257061, 1.375094], [-2.453922, -1.758761, 0.454494], [-0.539122, -0.437661, 0.939394], [0.307678, 0.156739, 1.892794], [1.415378, 0.914139, 1.506794], [1.697178, 1.091439, 0.153594], [0.862178, 0.504939, -0.808806], [-0.248922, -0.254861, -0.424606], [1.163678, 0.694739, -2.232606], [2.159178, 1.378739, -2.524106], [0.418078, 0.168739, -3.071206], [0.087178, 0.018039, 2.951594], [2.051078, 1.360939, 2.265794], [2.562378, 1.683239, -0.132606], [-0.905322, -0.715561, -1.162606], [-2.453922, -0.412661, -2.385906]],
  "atomic_forces_ev_per_a": [[-0.655, 1.290, -0.986], [0.353, 0.282, -2.384], [-0.518, -0.471, 2.175], [0.065, -0.526, 1.207], [0.959, 0.658, -0.320], [-0.209, -0.113, -0.148], [-0.420, -0.299, -0.402], [0.043, 0.051, -0.073], [-0.209, -0.116, 1.016], [0.593, 0.145, 0.565], [-0.043, -0.074, -1.443], [-1.119, -0.741, 0.315], [1.294, 0.819, 1.438], [-0.082, -0.058, -0.328], [-0.035, -0.028, -0.171], [-0.232, -0.157, -0.171], [0.498, 0.499, -0.141], [-0.283, -1.160, -0.149]]
}